Record 1
The following is a quantum chemistry calculation of a 2-piece molecular cluster, C4H8O2 overall, from OMol25.

Bonds (Å) are listed after each position.
Geometry (Å):
1 O 1.015 -1.162 -2.217  H7 0.965, H8 0.976
2 C 0.337 0.736 -0.528  C3 1.485, C6 1.476
3 C -1.076 0.360 -0.262  C2 1.485, C4 1.536, H9 1.106, H10 1.094
4 C -1.184 0.008 1.230  C3 1.536, O5 1.416, H11 1.093, H12 1.102
5 O 0.128 -0.397 1.577  C4 1.416, C6 1.417
6 C 0.994 0.343 0.734  C2 1.476, O5 1.417, H13 1.116, H14 1.094
7 H 1.877 -1.438 -1.881  O1 0.965
8 H 1.040 -0.187 -2.174  O1 0.976
9 H -1.125 -0.559 -0.877  C3 1.106
10 H -1.821 1.052 -0.663  C3 1.094
11 H -1.867 -0.815 1.451  C4 1.093
12 H -1.487 0.890 1.818  C4 1.102
13 H 1.220 1.348 1.162  C6 1.116
14 H 1.949 -0.179 0.632  C6 1.094

Computed properties:
E	-8368.971	eV
multiplicity	1

Mulliken atomic charge list, values in e, 4 entries:
1. O -0.663
2. C -0.663
3. C -0.166
4. C -0.477

---

Record 2
The following is a quantum chemistry calculation of one molecule with the formula C4H8O2, from OMol25.

Bonds (Å) are listed after each position.
Geometry (Å):
1 C 0.864 -1.235 -0.834  C2 1.760, O5 1.263, H7 1.043
2 C 0.174 -0.137 0.356  C1 1.760, C3 1.578, O6 1.376, H8 1.092
3 C 1.227 0.494 1.347  C2 1.578, H9 1.101, H10 1.136, H11 1.082
4 C -1.727 0.521 -0.794  O6 1.422, H12 1.141, H13 1.080, H14 1.066
5 O 1.645 -2.223 -0.931  C1 1.263
6 O -0.383 0.832 -0.446  C2 1.376, C4 1.422
7 H 0.453 -0.991 -1.761  C1 1.043
8 H -0.591 -0.695 0.901  C2 1.092
9 H 0.686 0.997 2.164  C3 1.101
10 H 1.813 1.310 0.817  C3 1.136
11 H 1.932 -0.214 1.763  C3 1.082
12 H -2.332 0.339 0.156  C4 1.141
13 H -1.658 -0.362 -1.412  C4 1.080
14 H -2.103 1.365 -1.326  C4 1.066

Computed properties:
E	-8370.443	eV
structure (SMILES)	CO[C@H](C)C=O
multiplicity	1

Mulliken atomic charge list, values in e, 4 entries:
1. C 0.012
2. C 0.265
3. C -1.204
4. C -0.701

---

Energy above the lowest of the compared OMol25 structures with the same formula, charge and spin
In order: 99.4, 65.5
Unit: kcal/mol
Kohn-Sham gap
In order: 9.27, 10.10
Unit: eV